Entry from the OMol25 dataset: an isolated molecule of C4H7NO2 in a non-equilibrium geometry (wB97M-V/def2-TZVPD).

Cartesian coordinates (Å):
O  -1.335304  0.039277  -1.597353
C  -0.966136  0.487567  -0.323398
C  -0.947246  -0.702461  0.586500
N  0.483557  -0.895347  0.933978
C  1.374811  -0.049628  0.276247
C  0.475817  0.931102  -0.393572
O  0.859092  1.924922  -0.962881
H  -1.012494  0.669577  -2.248229
H  -1.590438  1.310183  0.017269
H  -1.483845  -0.503887  1.531500
H  -0.632026  -1.639349  0.025005
H  0.733604  -1.513393  1.664065
H  2.012551  -0.528666  -0.478021
H  2.028056  0.470105  0.968891

Cartesian forces, eV/Å:
O -0.25 -0.08 -0.88
C 0.04 -0.33 0.06
C 1.85 -1.27 0.19
N 1.16 0.75 1.58
C 0.86 0.21 0.25
C 0.94 1.22 -0.53
O -0.37 -0.15 -0.04
H -0.08 0.20 -0.15
H -0.19 0.09 0.13
H -0.45 -1.01 -0.79
H -4.18 0.21 -0.06
H 0.21 -0.27 0.42
H 0.05 0.01 -0.17
H 0.41 0.42 -0.01

The LUMO energy is 0.9 eV. As for the net charge: 0. The value obtained for the energy is -361.7567 Ha. As for the multiplicity: 1. The energy above the lowest of the compared OMol25 structures with the same formula, charge and spin comes out at 77.9 kcal/mol. The calculation puts the HOMO energy at -8.13 eV.